# 1
9
Properties=species:S:1:pos:R:3:mulliken_charge:R:1 method="wB97M-V/def2-TZVPD" charge=0 orbital_gap_ev=9.94 de_lowest_kj_mol=373.3 e_homo_ev=-9.18
B 0.021 -1.049 -1.579 0.38
C 0.176 -0.103 0.097 0.19
C 0.054 0.712 1.262 -1.04
O -0.344 0.334 -0.960 -0.38
H 1.035 -1.070 -2.166 -0.06
H -0.895 -1.821 -1.666 -0.06
H 0.882 0.647 2.119 0.26
H -0.088 1.737 1.118 0.37
H -0.841 0.615 1.774 0.33


# 2
78
Properties=species:S:1:pos:R:3:mulliken_charge:R:1 method="wB97M-V/def2-TZVPD" charge=+1 orbital_gap_ev="7.47 / 7.43" multiplicity=2 s_squared=0.90 de_lowest_kj_mol=0.0 e_homo_ev="-10.22 / -10.18"
Mn 0.566 -0.008 0.293 1.72
O -4.143 1.469 2.737 -0.68
C -4.566 0.732 1.700 0.67
C -5.943 0.680 1.472 -0.72
C -6.453 -0.070 0.434 -0.39
C -5.605 -0.787 -0.411 -1.04
C -4.247 -0.734 -0.195 -0.42
C -3.701 0.017 0.853 0.26
C -2.237 0.039 1.006 -0.07
O -1.506 -0.614 0.201 -0.26
N -1.729 0.765 2.010 -1.72
N -0.377 0.732 1.944 1.62
C 0.315 1.121 2.947 -1.23
C 1.758 1.024 2.794 1.10
C 2.633 1.294 3.839 -1.11
C 3.988 1.107 3.642 -0.38
C 4.424 0.648 2.411 -0.94
C 3.488 0.408 1.417 -0.09
N 2.181 0.606 1.580 0.47
H -3.167 1.376 2.799 0.53
H -6.589 1.240 2.134 0.47
H -7.523 -0.100 0.277 0.40
H -6.010 -1.371 -1.227 0.44
H -3.561 -1.262 -0.844 0.31
H -0.145 1.483 3.861 0.47
H 2.244 1.636 4.788 0.51
H 4.692 1.309 4.438 0.44
H 5.472 0.475 2.215 0.49
H 3.782 0.045 0.445 0.16
C -0.405 -3.104 3.293 -1.03
N -0.624 -3.410 1.884 0.13
C -1.670 -4.381 1.593 -0.96
C -0.014 -2.698 0.941 0.78
O 0.861 -1.854 1.207 -0.89
C -0.385 -2.984 -0.516 -1.05
O 0.056 -1.933 -1.347 -0.12
C 1.059 -2.195 -2.284 -1.36
C 2.219 -1.240 -2.024 0.73
O 2.150 -0.450 -1.074 -0.72
N 3.276 -1.289 -2.839 0.12
C 3.413 -2.243 -3.930 -1.11
C 4.405 -0.388 -2.651 -0.97
H 0.005 -3.976 3.803 0.35
H -1.356 -2.837 3.756 0.38
H 0.288 -2.274 3.374 0.25
H -1.694 -5.111 2.399 0.34
H -1.469 -4.920 0.671 0.39
H -2.648 -3.897 1.529 0.31
H -1.465 -3.069 -0.621 0.52
H 0.076 -3.934 -0.807 0.49
H 0.664 -2.021 -3.290 0.41
H 1.413 -3.229 -2.240 0.63
H 2.452 -2.646 -4.236 0.44
H 4.072 -3.065 -3.644 0.32
H 3.845 -1.735 -4.791 0.38
H 4.389 0.025 -1.649 0.19
H 4.367 0.429 -3.373 0.33
H 5.332 -0.942 -2.798 0.44
C -0.877 1.593 -1.809 -0.29
C -1.129 2.886 -2.623 -0.88
N -0.266 3.971 -2.166 -0.16
C -0.514 4.208 -0.747 -0.92
C -0.219 2.933 0.075 -0.70
N 0.200 1.812 -0.813 1.34
C 1.413 2.266 -1.542 -0.50
C 1.127 3.570 -2.325 -0.92
H -0.565 0.762 -2.448 0.28
H -1.769 1.262 -1.272 0.00
H -2.167 3.206 -2.520 0.34
H -0.943 2.722 -3.686 0.29
H -1.554 4.513 -0.623 0.37
H 0.112 5.039 -0.419 0.29
H -1.106 2.614 0.620 0.12
H 0.585 3.086 0.797 0.45
H 1.714 1.472 -2.223 0.08
H 2.210 2.386 -0.806 0.45
H 1.327 3.427 -3.389 0.36
H 1.767 4.384 -1.980 0.27


# 3
16
Properties=species:S:1:pos:R:3:mulliken_charge:R:1 method="wB97M-V/def2-TZVPD" charge=+1 orbital_gap_ev=11.98 de_lowest_kj_mol=23.4 e_homo_ev=-15.55
C 2.511 -1.424 0.190 -0.68
N 1.429 -0.624 0.794 -0.17
C 0.865 0.394 0.218 0.29
N -0.069 1.155 0.755 -0.32
H 2.167 -2.445 0.078 0.30
H 3.381 -1.387 0.842 0.30
H 2.783 -0.966 -0.757 0.28
H 1.098 -0.889 1.713 0.24
H 1.204 0.685 -0.770 0.28
H -0.480 0.923 1.653 0.23
H -0.607 1.732 0.126 0.24
C -2.858 0.569 -0.964 -1.04
H -2.112 0.489 -1.754 0.26
H -2.862 1.579 -0.553 0.25
H -2.627 -0.134 -0.167 0.25
H -3.823 0.343 -1.403 0.29


# 4
17
Properties=species:S:1:pos:R:3:mulliken_charge:R:1 method="wB97M-V/def2-TZVPD" charge=0 orbital_gap_ev=9.20 de_lowest_kj_mol=551.5 e_homo_ev=-8.59
C -0.155 -1.374 0.025 0.60
C -1.092 -0.268 0.583 -0.71
N -0.411 0.989 0.269 -0.18
N -0.441 1.157 -1.181 -0.42
C 1.013 0.837 0.720 0.00
O -0.422 -2.645 0.489 -0.53
O -0.029 -1.304 -1.283 -0.71
N 2.031 1.378 0.137 -0.78
H -0.048 -2.788 1.373 0.35
H -0.232 -0.085 -1.562 0.48
H 0.899 -0.754 0.549 0.14
H 0.362 1.757 -1.402 0.22
H -1.295 1.646 -1.437 0.26
H 2.077 1.235 -0.872 0.24
H -2.077 -0.315 0.114 0.31
H -1.183 -0.342 1.667 0.30
H 1.004 0.876 1.810 0.43


# 5
112
Properties=species:S:1:pos:R:3:mulliken_charge:R:1 method="wB97M-V/def2-TZVPD" charge=+2 orbital_gap_ev="7.02 / 7.56" multiplicity=5 s_squared=6.03 de_lowest_kj_mol=176.7 e_homo_ev="-11.89 / -12.40"
Cr 1.860 0.297 -0.935 -0.12
C 3.173 0.320 3.699 -1.30
N 3.271 -0.343 2.411 0.90
C 4.400 -1.253 2.335 -1.00
C 2.980 0.444 1.252 2.11
O 3.393 -0.151 0.069 -0.93
C 3.610 1.850 1.281 -1.19
O 3.064 2.642 0.227 -0.38
C 3.944 3.071 -0.759 -1.10
C 3.741 2.318 -2.061 0.86
O 2.754 1.545 -2.198 -0.25
N 4.552 2.540 -3.075 0.18
C 5.595 3.566 -3.053 -0.94
C 4.343 1.897 -4.370 -0.90
H 4.100 0.831 3.993 0.32
H 2.945 -0.424 4.465 0.39
H 2.370 1.060 3.704 0.44
H 5.366 -0.742 2.441 0.29
H 4.385 -1.788 1.391 0.22
H 4.307 -1.977 3.146 0.32
H 4.684 1.712 1.136 0.36
H 3.437 2.371 2.221 0.44
H 4.988 3.005 -0.440 0.51
H 3.737 4.125 -0.978 0.42
H 5.996 3.709 -2.055 0.35
H 5.203 4.512 -3.429 0.32
H 6.407 3.241 -3.699 0.33
H 3.582 1.129 -4.280 0.13
H 5.281 1.450 -4.694 0.35
H 4.031 2.642 -5.102 0.38
N 1.506 0.642 1.002 -0.46
S 0.435 0.205 2.091 0.21
N -0.814 -0.571 1.360 0.35
S -2.205 -0.116 0.894 0.89
N -2.389 0.667 -0.448 -0.19
S -1.437 0.272 -1.725 1.60
N -0.005 0.513 -1.635 0.23
C -1.902 -1.410 -2.107 0.17
C -0.962 -2.400 -1.873 0.53
C -1.303 -3.725 -2.104 -0.96
C -2.573 -4.041 -2.563 -0.75
C -3.512 -3.037 -2.782 -1.03
C -3.183 -1.714 -2.550 -0.48
C -2.247 1.220 -2.989 0.12
C -2.894 2.407 -2.685 -0.12
C -3.398 3.179 -3.722 -0.88
C -3.249 2.766 -5.038 -0.57
C -2.593 1.576 -5.329 -0.97
C -2.084 0.800 -4.303 -0.33
C -3.113 0.847 2.066 0.53
C -3.350 0.243 3.297 -1.27
C -4.071 0.940 4.248 -0.69
C -4.544 2.217 3.961 -0.73
C -4.295 2.801 2.729 -0.71
C -3.574 2.115 1.762 -0.13
C -3.119 -1.638 0.883 0.46
C -2.512 -2.840 1.207 0.11
C -3.300 -3.984 1.232 -0.72
C -4.656 -3.908 0.955 -0.69
C -5.246 -2.688 0.638 -0.88
C -4.477 -1.541 0.597 -0.84
C -0.287 1.813 2.499 0.26
C -0.301 2.849 1.574 -0.48
C -0.804 4.081 1.960 -0.96
C -1.272 4.272 3.256 -0.78
C -1.239 3.233 4.175 -0.86
C -0.737 1.995 3.797 -0.19
C 1.078 -2.050 2.466 1.26
C 1.424 -2.893 1.435 0.32
C 1.500 -4.253 1.719 -0.88
C 1.238 -4.716 3.005 -0.88
C 0.900 -3.828 4.015 -0.90
C 0.815 -2.460 3.745 -0.94
H 0.013 -2.140 -1.483 -0.16
H -0.580 -4.508 -1.919 0.56
H -2.839 -5.073 -2.746 0.47
H -4.503 -3.290 -3.133 0.48
H -3.910 -0.928 -2.714 0.61
H -3.008 2.719 -1.657 0.37
H -3.912 4.104 -3.499 0.47
H -3.650 3.369 -5.840 0.44
H -2.488 1.252 -6.355 0.45
H -1.595 -0.142 -4.524 0.44
H -2.985 -0.756 3.503 0.44
H -4.273 0.487 5.209 0.49
H -5.116 2.756 4.705 0.45
H -4.666 3.794 2.513 0.53
H -3.372 2.553 0.796 0.49
H -1.458 -2.877 1.445 0.27
H -2.848 -4.934 1.486 0.55
H -5.264 -4.802 0.993 0.45
H -6.306 -2.633 0.431 0.49
H -4.925 -0.584 0.358 0.48
H 0.099 2.694 0.580 0.19
H -0.817 4.903 1.256 0.53
H -1.649 5.241 3.555 0.46
H -1.589 3.389 5.186 0.53
H -0.692 1.178 4.509 0.52
H 1.642 -2.517 0.439 0.18
H 1.773 -4.953 0.938 0.47
H 1.307 -5.774 3.219 0.45
H 0.701 -4.191 5.015 0.45
H 0.543 -1.755 4.524 0.46
N 1.752 -1.187 -3.509 -0.19
C 2.296 -2.139 -4.282 -0.42
C 3.273 -2.760 -3.535 -1.12
C 3.253 -2.110 -2.296 -0.80
N 2.318 -1.167 -2.293 1.77
H 1.001 -0.535 -3.686 -0.06
H 1.951 -2.307 -5.288 0.55
H 3.914 -3.567 -3.842 0.50
H 3.860 -2.255 -1.417 0.46


# 6
92
Properties=species:S:1:pos:R:3:mulliken_charge:R:1 method="wB97M-V/def2-TZVPD" charge=+2 orbital_gap_ev="6.77 / 7.35" multiplicity=3 s_squared=2.01 de_lowest_kj_mol=86.8 e_homo_ev="-11.55 / -12.31"
Ti -0.393 -0.924 -1.125 -0.22
C -0.510 -3.627 -2.525 -0.80
C 0.562 -4.076 -1.523 -0.97
C 1.747 -3.141 -1.314 0.70
C 3.032 -3.654 -1.236 -0.97
C 4.105 -2.801 -1.038 -0.53
C 3.879 -1.437 -0.952 -1.33
C 2.582 -0.986 -1.048 -0.36
N 1.529 -1.818 -1.202 0.49
N -1.454 -2.630 -1.951 0.27
C -2.323 -3.230 -0.881 -1.66
C -1.908 -2.816 0.513 0.75
C -2.531 -3.315 1.629 -1.03
C -2.045 -2.967 2.884 -0.73
C -0.930 -2.165 2.978 -0.60
C -0.372 -1.675 1.813 -0.65
N -0.866 -1.960 0.599 0.89
C -2.327 -1.973 -2.982 -1.34
C -3.012 -0.787 -2.316 0.72
C -4.274 -0.361 -2.673 -0.94
C -4.891 0.631 -1.931 -0.65
C -4.259 1.101 -0.797 -0.95
C -2.998 0.630 -0.493 -0.96
N -2.342 -0.254 -1.269 1.05
H -1.067 -4.497 -2.875 0.45
H -0.033 -3.174 -3.390 0.21
H 0.960 -5.025 -1.870 0.64
H 0.100 -4.274 -0.554 0.30
H 3.186 -4.722 -1.335 0.53
H 5.112 -3.199 -0.968 0.43
H 4.688 -0.730 -0.824 0.55
H 2.369 0.069 -1.024 0.49
H -2.300 -4.317 -0.955 0.69
H -3.354 -2.936 -1.052 0.57
H -3.386 -3.975 1.525 0.57
H -2.536 -3.334 3.778 0.46
H -0.506 -1.887 3.933 0.45
H 0.489 -1.023 1.830 0.46
H -3.086 -2.661 -3.362 0.61
H -1.717 -1.671 -3.823 0.42
H -4.778 -0.819 -3.518 0.56
H -5.870 1.003 -2.214 0.48
H -4.732 1.825 -0.148 0.53
H -2.484 0.950 0.398 0.79
C 1.179 2.939 0.969 -1.50
As 0.296 1.926 -0.426 1.56
C -1.143 3.217 -0.719 -1.20
C 1.427 2.484 -1.947 -0.17
C 2.228 3.625 -1.841 -0.92
C 3.003 4.059 -2.908 -0.96
C 3.001 3.351 -4.101 -0.84
C 2.200 2.227 -4.226 -1.03
C 1.408 1.797 -3.165 0.32
As 0.166 0.329 -3.425 2.81
C -1.281 1.332 -4.263 -1.37
C 0.895 -0.530 -4.997 -1.70
H 0.662 2.744 1.902 0.13
H 1.090 3.995 0.732 0.60
H 2.226 2.660 1.054 0.48
H -0.675 4.180 -0.897 0.56
H -1.767 3.278 0.171 0.46
H -1.756 2.950 -1.575 0.14
H 2.264 4.190 -0.921 0.32
H 3.614 4.948 -2.801 0.43
H 3.614 3.674 -4.933 0.43
H 2.198 1.692 -5.164 0.41
H -0.848 2.145 -4.834 0.54
H -1.956 1.733 -3.514 0.14
H -1.843 0.685 -4.934 0.45
H 0.798 0.122 -5.855 0.55
H 0.350 -1.448 -5.198 0.42
H 1.939 -0.773 -4.834 0.42
C 0.916 2.548 6.567 -1.13
N -0.082 1.922 5.687 0.10
C -1.447 2.386 5.937 -1.06
C 0.229 1.212 4.581 0.39
S -0.818 1.166 3.237 -0.33
N 1.400 0.504 4.611 0.37
C 1.906 -0.149 5.821 -1.28
C 2.178 0.254 3.410 -0.57
H 0.631 3.591 6.709 0.41
H 1.897 2.528 6.109 0.37
H 0.960 2.072 7.547 0.33
H -1.620 2.376 7.013 0.39
H -2.159 1.737 5.446 0.33
H -1.584 3.404 5.566 0.34
H 1.145 -0.147 6.596 0.42
H 2.815 0.315 6.211 0.35
H 2.140 -1.185 5.575 0.38
H 1.646 0.642 2.548 -0.43
H 2.352 -0.818 3.285 0.40
H 3.153 0.746 3.477 0.41


# 7
73
Properties=species:S:1:pos:R:3:mulliken_charge:R:1 method="wB97M-V/def2-TZVPD" charge=+1 orbital_gap_ev=6.22 de_lowest_kj_mol=0.0 e_homo_ev=-9.06
Ca 0.097 -0.942 0.205 1.74
C 1.780 0.303 2.691 -1.07
C 1.691 -0.960 3.539 -1.03
C 0.401 -1.746 3.480 0.71
C 0.154 -2.749 4.413 -1.11
C -1.057 -3.415 4.383 -0.31
C -2.012 -3.050 3.443 -0.97
C -1.693 -2.040 2.558 -0.11
N -0.507 -1.423 2.558 -0.05
N 2.023 0.106 1.249 0.87
C 1.957 1.400 0.557 -1.39
C 1.970 1.281 -0.949 1.02
C 2.401 2.352 -1.717 -1.01
C 2.335 2.257 -3.097 -0.56
C 1.865 1.086 -3.669 -0.70
C 1.477 0.059 -2.830 -0.52
N 1.523 0.147 -1.498 0.49
C 3.281 -0.593 0.983 -1.37
C 3.165 -2.101 0.947 0.29
C 4.311 -2.868 1.137 -1.10
C 4.218 -4.247 1.101 -0.40
C 2.975 -4.828 0.892 -1.04
C 1.889 -3.995 0.711 -0.36
N 1.971 -2.658 0.722 0.67
H 2.588 0.923 3.103 0.55
H 0.852 0.869 2.789 0.19
H 1.812 -0.637 4.576 0.67
H 2.539 -1.626 3.356 0.35
H 0.903 -2.991 5.156 0.48
H -1.264 -4.200 5.099 0.43
H -2.981 -3.528 3.404 0.46
H -2.404 -1.688 1.817 0.44
H 2.774 2.062 0.872 0.50
H 1.016 1.877 0.851 0.23
H 2.763 3.250 -1.235 0.50
H 2.647 3.088 -3.718 0.44
H 1.791 0.968 -4.740 0.49
H 1.094 -0.870 -3.237 0.26
H 4.042 -0.318 1.725 0.40
H 3.667 -0.268 0.015 0.62
H 5.259 -2.378 1.317 0.48
H 5.098 -4.860 1.244 0.43
H 2.846 -5.901 0.871 0.44
H 0.899 -4.411 0.553 0.57
I -3.962 -2.279 -0.774 0.16
C -2.865 -3.214 -2.315 -0.87
I -0.779 -3.418 -1.938 0.17
H -2.964 -2.621 -3.215 0.36
H -3.249 -4.214 -2.465 0.48
N -1.310 0.755 -0.034 -0.68
C -1.871 1.678 -0.683 -1.12
C -1.769 1.713 -2.201 1.03
C -1.875 0.528 -2.929 0.37
C -1.709 0.512 -4.304 -0.28
C -1.403 1.687 -4.982 -0.67
C -1.281 2.871 -4.270 -0.86
C -1.480 2.886 -2.893 -0.19
C -2.621 2.812 -0.038 0.44
C -2.300 3.190 1.264 -0.22
C -2.999 4.201 1.901 -0.73
C -4.047 4.840 1.248 -0.39
C -4.382 4.465 -0.044 -0.87
C -3.667 3.463 -0.687 -0.20
H -2.109 -0.384 -2.389 -0.40
H -1.821 -0.415 -4.856 0.36
H -1.272 1.681 -6.057 0.44
H -1.048 3.793 -4.789 0.43
H -1.409 3.821 -2.349 0.53
H -1.502 2.657 1.767 0.39
H -2.734 4.492 2.910 0.40
H -4.599 5.627 1.746 0.39
H -5.202 4.955 -0.555 0.40
H -3.931 3.180 -1.699 0.48


# 8
79
Properties=species:S:1:pos:R:3:mulliken_charge:R:1 method="wB97M-V/def2-TZVPD" charge=-2 orbital_gap_ev="5.45 / 6.18" multiplicity=2 s_squared=0.76 de_lowest_kj_mol=179.9 e_homo_ev="-1.40 / -2.13"
Ti -1.946 -1.296 1.782 0.02
O -4.986 0.010 -0.651 -0.61
C -4.089 -0.082 0.341 0.49
O -3.023 -0.767 0.153 0.54
C -4.273 0.555 1.577 -0.17
C -5.307 1.390 2.053 -0.88
C -5.217 1.860 3.337 -0.33
C -4.122 1.520 4.167 -0.66
C -3.152 0.708 3.632 0.37
N -3.227 0.256 2.390 0.17
C -1.913 0.179 4.321 0.28
O -1.591 0.551 5.432 -0.75
O -1.273 -0.680 3.579 -0.30
H -4.627 -0.528 -1.372 0.36
H -6.135 1.649 1.409 0.51
H -5.997 2.506 3.722 0.41
H -4.025 1.876 5.182 0.51
S -0.536 -3.131 1.797 -0.36
P 0.783 -0.538 1.102 0.62
C -0.250 -1.942 0.513 -0.06
P -0.524 -2.692 -1.098 1.34
S -2.168 -3.741 -1.290 -0.54
C 0.915 -3.801 -1.385 0.30
C 2.053 -3.450 -2.107 -0.41
C 3.131 -4.322 -2.205 -0.77
C 3.087 -5.556 -1.574 -0.54
C 1.951 -5.920 -0.861 -0.73
C 0.870 -5.057 -0.777 -0.53
C -0.433 -1.416 -2.383 -0.19
C -0.835 -0.121 -2.076 1.19
C -0.876 0.858 -3.059 -0.56
C -0.525 0.540 -4.362 -0.66
C -0.155 -0.761 -4.685 -0.73
C -0.119 -1.737 -3.703 -0.43
C 1.795 0.191 -0.248 0.73
C 1.624 1.551 -0.494 -0.68
C 2.362 2.184 -1.486 -0.40
C 3.277 1.464 -2.239 -0.73
C 3.474 0.112 -1.978 -0.33
C 2.746 -0.514 -0.979 -0.62
C 2.154 -1.333 2.033 0.40
C 2.699 -0.611 3.090 -0.85
C 3.792 -1.101 3.793 -0.58
C 4.345 -2.326 3.451 -0.48
C 3.795 -3.063 2.409 -0.93
C 2.705 -2.571 1.707 0.38
H 2.107 -2.490 -2.601 0.64
H 4.006 -4.029 -2.772 0.40
H 3.930 -6.233 -1.640 0.37
H 1.905 -6.884 -0.369 0.39
H -0.026 -5.342 -0.241 0.34
H -1.133 0.144 -1.068 -0.72
H -1.188 1.855 -2.774 0.30
H -0.548 1.303 -5.131 0.39
H 0.098 -1.018 -5.707 0.37
H 0.134 -2.757 -3.965 0.52
H 0.872 2.101 0.061 0.32
H 2.203 3.238 -1.678 0.46
H 3.841 1.952 -3.024 0.35
H 4.199 -0.454 -2.553 0.41
H 2.928 -1.554 -0.749 0.43
H 2.250 0.334 3.374 0.40
H 4.202 -0.530 4.617 0.38
H 5.194 -2.714 4.002 0.35
H 4.209 -4.029 2.144 0.44
H 2.268 -3.162 0.911 0.11
F -0.577 8.731 -0.677 -0.34
C -0.857 7.416 -0.565 0.59
C -0.064 6.589 0.206 -0.07
F 0.999 7.111 0.847 -0.33
C -0.361 5.243 0.312 0.38
F 0.466 4.507 1.071 -0.32
C -1.448 4.642 -0.333 -0.12
Se -1.833 2.804 -0.188 -0.35
C -2.219 5.519 -1.102 0.26
F -3.287 5.068 -1.778 -0.32
C -1.942 6.868 -1.222 0.09
F -2.721 7.665 -1.981 -0.32
Br -3.842 -2.799 2.614 -0.62


> Look up the charge of the first one.

0